1.
Formula: C16H15NO3S
Source: the OMol25 dataset
Level of theory: ωB97M-V/def2-TZVPD

Its net charge is 0. Its SMILES is CS(=O)(=O)N[C@@H]1C=C(c2ccccc2)Oc2ccccc21. The frontier orbital gap comes out at 8.777 eV.

CARTESIAN COORDINATES (ANGSTROEM)
1 S -0.52 0.61 4.81
2 O 0.80 0.40 5.37
3 O -0.92 -2.76 0.16
4 O -1.65 0.01 5.47
5 N -0.61 0.09 3.15
6 C 2.33 -4.10 -2.03
7 C -2.08 -2.23 0.73
8 C 2.69 -3.29 0.62
9 C -0.72 2.41 4.71
10 C 3.61 -4.14 -1.46
11 C -3.24 -2.59 0.02
12 C 0.33 -1.94 2.04
13 C -2.11 -1.58 1.97
14 C -3.38 -1.45 2.54
15 C 1.38 -3.18 0.07
16 C 3.78 -3.74 -0.13
17 C -4.48 -2.34 0.58
18 C 1.25 -3.64 -1.27
19 C 0.26 -2.57 0.82
20 C -0.83 -1.34 2.79
21 C -4.55 -1.77 1.85
22 H 1.28 -2.05 2.60
23 H 0.28 -3.62 -1.75
24 H -5.40 -2.55 0.01
25 H -5.51 -1.57 2.31
26 H -0.86 2.77 5.73
27 H -3.44 -1.16 3.58
28 H 2.83 -3.00 1.66
29 H 2.20 -4.41 -3.07
30 H -3.17 -3.06 -0.96
31 H 4.78 -3.77 0.32
32 H 0.13 0.53 2.58
33 H -0.98 -1.94 3.74
34 H -1.58 2.68 4.10
35 H 0.21 2.80 4.28
36 H 4.46 -4.46 -2.05

***

2.
Formula: C16H16AsBr2INO4PdS
Source: the OMol25 dataset
Level of theory: ωB97M-V/def2-TZVPD

Its net charge is -1. The frontier orbital gap (alpha / beta) comes out at 6.547 / 6.548 eV.

CARTESIAN COORDINATES (ANGSTROEM)
1 I 2.06 -0.04 -2.29
2 Pd 0.75 0.40 0.00
3 Br 5.18 -5.45 -1.20
4 Br 1.15 7.92 1.41
5 As -1.97 -1.21 0.19
6 S -1.30 0.18 1.62
7 O 0.51 -2.06 0.22
8 O 2.18 -0.99 1.22
9 O 1.17 2.59 0.38
10 O -0.55 2.13 -0.92
11 N 2.50 -5.52 1.89
12 C -0.14 4.41 -0.39
13 C 2.32 -3.34 0.94
14 C 1.62 -2.01 0.81
15 C -0.81 7.10 -0.48
16 C 0.22 6.65 0.33
17 C 3.43 -5.82 1.01
18 C 0.57 5.32 0.39
19 C -1.17 4.85 -1.22
20 C 3.32 -3.64 0.01
21 C -1.50 6.19 -1.26
22 C -3.90 -0.84 0.00
23 C 0.18 2.94 -0.31
24 C -1.50 -1.24 -1.71
25 C -2.02 -3.05 0.89
26 C 1.95 -4.32 1.85
27 C 3.86 -4.91 0.06
28 H -0.67 -1.93 -1.88
29 H -1.21 -0.23 -2.02
30 H -2.30 6.54 -1.90
31 H -1.70 4.12 -1.81
32 H -4.34 -0.63 0.98
33 H 1.18 -4.13 2.60
34 H -3.04 -3.33 1.15
35 H 3.83 -6.83 1.05
36 H -1.39 -3.10 1.78
37 H -2.38 -1.57 -2.27
38 H 1.36 4.96 1.02
39 H -4.42 -1.67 -0.47
40 H -4.01 0.06 -0.61
41 H 3.65 -2.91 -0.70
42 H -1.62 -3.74 0.15
43 H -1.06 8.15 -0.51

***

3.
Formula: C16H16BBeN9O7
Source: the OMol25 dataset
Level of theory: ωB97M-V/def2-TZVPD

Its net charge is +2. The frontier orbital gap (alpha / beta) comes out at 3.795 / 2.533 eV.

CARTESIAN COORDINATES (ANGSTROEM)
1 O -3.87 -0.31 0.29
2 O -5.14 -0.44 2.09
3 O 1.42 2.14 2.93
4 O -1.62 1.71 6.67
5 O -1.47 0.61 0.58
6 O 1.04 0.99 1.11
7 O -3.66 0.93 6.42
8 N -1.03 -0.28 -3.36
9 N 1.35 -0.32 -2.67
10 N 0.07 1.88 -2.54
11 N -4.07 -0.14 1.50
12 N -1.57 -0.81 -2.21
13 N 0.63 1.51 2.26
14 N -2.55 1.25 5.97
15 N -0.02 1.80 -1.19
16 N 1.42 -0.55 -1.31
17 C 2.35 -0.94 -3.32
18 C 2.48 -1.37 -1.15
19 C -1.02 1.47 4.07
20 C -3.03 0.45 2.34
21 C -0.05 3.17 -2.92
22 C -0.14 -1.93 0.72
23 C -2.94 -1.28 -3.96
24 C -2.28 1.12 4.55
25 C 3.12 -1.62 -2.38
26 C -2.73 -1.38 -2.56
27 C -0.72 1.24 2.72
28 C -3.28 0.61 3.71
29 C -0.25 3.04 -0.73
30 C -1.75 0.77 1.81
31 C -1.81 -0.56 -4.43
32 C -0.25 3.93 -1.77
33 B 0.27 0.59 -3.33
34 Be -0.02 0.72 -0.02
35 H 4.01 -2.19 -2.57
36 H -1.51 -0.24 -5.40
37 H -0.64 -1.65 -0.22
38 H -0.38 5.03 -1.66
39 H -3.42 -1.83 -1.85
40 H -0.24 1.88 4.72
41 H -0.85 -2.13 1.50
42 H 2.77 -1.79 -0.19
43 H 0.06 3.41 -3.98
44 H 0.52 -2.77 0.61
45 H -0.42 3.21 0.33
46 H 2.45 -0.81 -4.39
47 H 0.59 0.82 -4.46
48 H -3.74 -1.64 -4.55
49 H 0.47 -1.10 1.07
50 H -4.25 0.33 4.09

***

4.
Formula: C16H16BrF3N2O4P
Source: the OMol25 dataset
Level of theory: ωB97M-V/def2-TZVPD

Its net charge is +1. The frontier orbital gap comes out at 6.763 eV.

CARTESIAN COORDINATES (ANGSTROEM)
1 Br 2.49 2.61 -0.93
2 P 3.19 0.85 0.24
3 F 5.63 -0.91 -2.07
4 F 4.63 0.86 -2.87
5 F 4.71 -0.97 -4.02
6 O 0.64 -0.77 0.30
7 O 4.76 0.82 -0.17
8 O 0.27 0.99 1.65
9 O -2.74 0.11 2.26
10 N 2.72 -1.95 -2.85
11 N 1.61 -2.60 -2.57
12 C 0.96 -2.16 -1.53
13 C -2.62 2.58 -0.94
14 C 1.40 -1.08 -0.74
15 C -1.41 1.59 -2.76
16 C -2.84 -1.31 2.08
17 C -0.74 1.14 -0.50
18 C -2.60 -0.90 4.39
19 C 4.60 -0.47 -2.77
20 C -2.44 2.40 -2.30
21 C -1.76 1.97 -0.04
22 C -2.41 0.40 3.62
23 C 0.09 0.55 0.57
24 C 3.26 -0.94 -2.15
25 C -2.25 -1.94 3.33
26 C -0.57 0.95 -1.87
27 C 2.62 -0.45 -1.01
28 H -3.06 1.21 3.97
29 H -3.90 -1.58 1.95
30 H 3.20 -2.28 -3.68
31 H 0.03 -2.66 -1.27
32 H -1.37 0.74 3.67
33 H 0.22 0.34 -2.27
34 H -2.66 -2.93 3.53
35 H -3.41 3.20 -0.56
36 H -3.10 2.89 -2.99
37 H -3.64 -1.01 4.70
38 H -1.98 -0.95 5.28
39 H 5.11 1.71 -0.30
40 H -2.31 -1.58 1.16
41 H -1.90 2.10 1.02
42 H -1.26 1.45 -3.83
43 H -1.17 -2.03 3.24

***

5.
Formula: C16H16ClN4O2ReS2Se
Source: the OMol25 dataset
Level of theory: ωB97M-V/def2-TZVPD

Its net charge is -1. The spin multiplicity is 2. The expectation value of S² is 0.75. The frontier orbital gap (alpha / beta) comes out at 5.643 / 6.327 eV.

CARTESIAN COORDINATES (ANGSTROEM)
1 Re -0.01 -0.38 -0.50
2 Se 2.56 0.09 -1.75
3 Cl -4.57 -2.89 -5.11
4 S -0.89 1.85 0.17
5 S 2.63 -1.40 3.08
6 O -1.07 -1.29 0.54
7 O -0.81 0.50 -2.29
8 N -0.32 4.04 1.53
9 N 1.37 -0.50 1.06
10 N 0.11 1.99 2.65
11 N 0.90 0.42 -4.21
12 C -0.82 -2.35 -3.80
13 C 0.48 2.66 3.73
14 C 0.47 4.04 3.78
15 C -0.91 -2.53 -2.41
16 C 1.58 0.30 -3.28
17 C 2.32 0.45 1.38
18 C -3.29 -2.94 -2.71
19 C -2.18 -2.82 -1.89
20 C 1.42 -1.52 1.89
21 C 3.11 0.12 2.43
22 C -0.29 2.69 1.58
23 C 0.28 -2.32 -1.55
24 C -1.93 -2.45 -4.63
25 C 0.90 1.83 4.92
26 C 0.05 4.69 2.62
27 C -3.16 -2.75 -4.08
28 H 1.17 -2.30 -2.19
29 H 0.76 4.59 4.66
30 H -1.84 -2.30 -5.70
31 H -1.14 1.41 -2.22
32 H 0.08 1.17 5.21
33 H 0.02 5.77 2.57
34 H 0.15 -2.12 -4.23
35 H 0.40 -3.12 -0.81
36 H 1.74 1.19 4.65
37 H 0.73 -2.34 1.81
38 H -4.27 -3.16 -2.29
39 H 2.37 1.34 0.79
40 H 1.17 2.46 5.76
41 H 3.91 0.69 2.86
42 H -2.29 -2.93 -0.82
43 H -0.88 0.12 -3.18

***

6.
Formula: C16H16F3N6O3PdS3
Source: the OMol25 dataset
Level of theory: ωB97M-V/def2-TZVPD

Its net charge is +3. The spin multiplicity is 5. The expectation value of S² is 6.03. The frontier orbital gap (alpha / beta) comes out at 7.761 / 5.177 eV.

CARTESIAN COORDINATES (ANGSTROEM)
1 Pd -1.33 -0.07 0.24
2 S -1.87 -1.20 2.26
3 S -1.69 1.21 -2.22
4 S 1.60 1.50 1.23
5 F -1.69 0.06 -4.53
6 F -0.10 -0.60 -3.21
7 F 0.02 1.35 -4.14
8 O -2.40 2.34 -2.69
9 O -0.61 1.46 -1.20
10 O -2.50 0.10 -1.62
11 N -4.52 -0.75 1.98
12 N -3.72 -1.01 4.13
13 N 0.97 0.05 0.75
14 N -2.54 1.72 0.93
15 N 2.97 -0.78 -0.14
16 N -0.40 -1.90 -0.49
17 C -3.54 -0.94 2.83
18 C 5.93 1.36 0.15
19 C 0.76 -4.33 -1.10
20 C 1.54 -3.29 -0.60
21 C 3.79 0.30 0.17
22 C -0.80 0.45 -3.64
23 C -0.58 -4.13 -1.31
24 C 0.92 -2.08 -0.33
25 C -2.95 2.76 0.66
26 C 1.66 -0.87 0.13
27 C -1.13 -2.89 -0.98
28 C 4.06 2.53 1.13
29 C 5.39 2.49 0.80
30 C 5.14 0.27 -0.16
31 C 3.25 1.43 0.82
32 C -3.47 4.08 0.30
33 H -4.56 4.08 0.39
34 H 2.59 -3.44 -0.41
35 H -2.18 -2.68 -1.14
36 H 6.03 3.33 1.03
37 H 3.64 3.40 1.63
38 H -2.95 -1.20 4.75
39 H -4.63 -0.90 4.56
40 H 6.98 1.34 -0.10
41 H -4.33 -0.65 0.99
42 H -3.19 4.30 -0.73
43 H 5.56 -0.60 -0.66
44 H -1.22 -4.90 -1.72
45 H 3.39 -1.53 -0.68
46 H 1.22 -5.29 -1.31
47 H -3.05 4.83 0.97
48 H -5.48 -0.67 2.27